Here is C21H29N3O2 in the gas phase from the OMol25 dataset. Energies are from ωB97M-V with the def2-TZVPD basis set.

Properties
Relative energy (zero: lowest compared OMol25 entry of this formula, charge and spin), kcal/mol: 58.2
E_LUMO, eV: 0.40
Charge: 0
Orbital gap, eV: 8.2
SMILES: CN(C)C(=O)N(CCCN1CCOCC1)Cc1cccc2ccccc12
2S+1: 1
HOMO, Ha: -0.2879

XYZ file:
```
55
Properties=species:S:1:pos:R:3:forces:R:3:lowdin_charge:R:1
C 1.4637 3.0035 -2.3644 -0.233 0.058 0.010 -0.046
N 1.8594 1.7155 -1.8454 0.008 0.039 -0.180 -0.137
C 1.0209 0.6556 -2.0554 0.430 0.070 -0.037 -0.537
O 0.1010 0.7188 -2.8557 -0.409 -0.041 -0.239 0.050
N 1.2611 -0.4967 -1.3318 -0.029 -0.027 -0.011 -0.046
C 0.4802 -1.6547 -1.7362 -0.324 -0.061 -0.123 -0.162
H 0.4297 -1.6427 -2.8269 0.027 -0.125 0.096 0.129
H 1.0216 -2.5524 -1.4216 0.000 0.023 -0.045 0.127
C -0.9433 -1.6640 -1.1748 0.133 -0.229 -0.216 -0.164
H -0.9064 -1.5735 -0.0864 -0.039 0.056 0.060 0.102
C -1.6801 -2.9543 -1.5653 0.144 0.165 0.111 -0.194
N -3.0658 -3.0866 -1.1885 -0.075 0.034 0.027 -0.182
C -3.3824 -3.1848 0.2217 -0.166 0.203 0.062 -0.156
C -3.7320 -1.8368 0.8707 0.194 -0.262 0.100 -0.195
O -4.7634 -1.1854 0.1619 -0.150 -0.061 -0.004 -0.134
C -4.3853 -0.9617 -1.1809 0.051 -0.078 -0.300 -0.191
C -4.0452 -2.2806 -1.8902 -0.135 0.145 0.187 -0.153
H -3.6894 -2.0768 -2.9003 -0.032 -0.010 -0.067 0.125
H -4.9652 -2.8759 -1.9533 -0.034 0.125 -0.093 0.123
H -5.2424 -0.4839 -1.6593 0.081 0.008 -0.039 0.124
H -3.5295 -0.2712 -1.2128 -0.071 -0.031 -0.011 0.112
H -4.1109 -1.9893 1.8834 0.089 -0.003 -0.019 0.124
H -2.8473 -1.1835 0.9159 -0.055 -0.051 0.018 0.109
H -2.5487 -3.6501 0.7495 0.007 -0.051 0.044 0.123
H -4.2611 -3.8363 0.3109 0.044 0.014 0.150 0.124
H -1.1505 -3.8084 -1.1269 0.062 0.000 -0.101 0.122
H -1.6366 -3.0633 -2.6534 0.085 -0.055 -0.001 0.124
H -1.4663 -0.8016 -1.5882 0.016 0.047 0.097 0.096
C 1.7502 -0.5006 0.0372 0.257 0.095 0.088 -0.116
C 1.2693 0.6407 0.9072 -0.252 0.012 -0.019 -0.147
C 0.0863 1.2784 0.6329 0.219 -0.235 0.021 -0.024
C -0.3689 2.3532 1.4080 0.009 0.190 0.247 -0.056
C 0.3666 2.7924 2.4696 -0.175 0.014 -0.123 -0.034
C 1.5739 2.1502 2.8132 0.054 -0.190 -0.148 -0.163
C 2.3282 2.5809 3.9249 0.175 -0.016 0.136 -0.035
C 3.4858 1.9496 4.2791 -0.154 0.217 0.086 -0.083
C 3.9324 0.8504 3.5329 0.032 -0.197 -0.183 -0.080
C 3.2273 0.4128 2.4462 0.208 -0.107 0.056 -0.031
C 2.0332 1.0492 2.0377 -0.184 0.267 0.134 -0.121
H 3.5927 -0.4456 1.9040 0.038 -0.063 -0.045 0.103
H 4.8416 0.3450 3.8247 0.060 -0.062 -0.006 0.102
H 4.0572 2.2844 5.1320 0.017 0.051 0.071 0.102
H 1.9640 3.4229 4.4962 -0.023 0.079 0.060 0.111
H 0.0341 3.6285 3.0676 -0.043 0.082 0.055 0.111
H -1.3026 2.8296 1.1489 -0.075 0.065 -0.001 0.107
H -0.5143 0.9667 -0.2065 -0.053 -0.067 -0.142 0.106
H 2.8439 -0.5264 0.0330 -0.114 -0.034 0.123 0.098
H 1.4151 -1.4384 0.4941 0.095 0.033 -0.078 0.138
C 3.2325 1.6137 -1.4196 0.067 -0.109 0.151 -0.043
H 3.8299 2.3218 -1.9974 0.000 -0.038 0.013 0.091
H 3.3515 1.8535 -0.3577 0.088 -0.028 -0.004 0.088
H 3.6172 0.6150 -1.6169 0.043 -0.016 0.038 0.093
H 0.4261 2.9414 -2.6830 0.071 0.095 0.011 0.086
H 2.0767 3.2933 -3.2232 -0.006 0.004 0.010 0.091
H 1.5645 3.7588 -1.5813 0.025 0.057 -0.029 0.091
```
Forces are in eV/Å.